[1]
10
Properties=species:S:1:pos:R:3:forces:R:3 method="wB97M-V/def2-TZVPD" e_homo_ev="-7.84 / -10.21" spin_multiplicity=2 lumo_ev="1.049 / 0.132" de_lowest_kcal_mol=15.17 max_force_ev_per_a=3.67 orbital_gap_ha="0.327 / 0.380"
H 1.717913 0.149549 -0.344497 1.4591 0.3176 -0.5502
H -0.534957 0.893869 1.199207 -0.4108 0.5911 -0.1111
H -0.406804 -1.173043 1.046240 -1.1838 0.0559 0.2294
C 0.725573 -0.183162 -0.342439 0.8677 -1.4257 1.6006
O -1.103334 1.131522 0.445695 1.0077 0.3554 1.0609
H 0.739462 -2.118519 0.413439 0.1397 1.4424 0.6103
H -0.162090 1.647218 -1.360363 0.3514 -1.9969 0.6412
H -1.189173 0.108035 -1.048808 0.1255 -0.4369 -1.9035
N 0.536733 -1.136591 0.746105 0.7016 -0.8109 -2.2511
C -0.323319 0.681126 -0.754579 -3.0579 1.9081 0.6736

***

[2]
11
Properties=species:S:1:pos:R:3:forces:R:3 method="wB97M-V/def2-TZVPD" e_homo_ev=-2.63 lumo_ev=4.529 de_lowest_kcal_mol=98.06 max_force_ev_per_a=2.47 total_charge=-1 orbital_gap_ha=0.263 smiles=CN(O)C[O-]
H -0.734354 -0.098758 -2.044099 0.4502 -0.8444 1.1371
H -1.248620 -0.735387 -0.391855 -0.1422 -0.9595 -0.5047
H 0.255701 -1.404405 -1.234325 0.1071 -1.0289 -0.1140
O -0.236375 -0.481274 1.822713 1.4673 0.6505 -1.3952
O -0.512568 1.492528 -0.312674 -0.1822 2.3753 -0.0378
H -1.306937 1.387298 0.246072 0.5941 -1.1060 0.3687
N 0.365444 0.412735 -0.366993 1.1749 -0.0831 0.3406
C -0.388444 -0.573274 -1.063271 -1.0939 1.1038 -0.6752
C 0.784590 -0.028682 1.029169 -0.2882 -1.3847 1.3319
H 1.301190 0.878297 1.439492 -0.1542 -0.2428 -0.2683
H 1.720373 -0.849078 0.875771 -1.9330 1.5198 -0.1831